One molecule with the formula C4H7NO at a distorted geometry. Source: OMol25; level of theory: ωB97M-V/def2-TZVPD.

Each line ends with the natural charge from an NBO analysis.
Positions of all 13 atoms, in Å:
O -2.003 -0.121 -2.019  -0.52
N 1.090 0.358 -0.586  -0.62
C -0.249 0.953 -0.563  -0.23
C -0.118 -0.953 1.256  -0.63
C -0.903 -0.115 -1.532  0.39
C 0.364 0.356 0.662  -0.05
H -0.358 2.038 -0.623  0.22
H 0.223 -0.639 -1.531  0.18
H 0.782 1.042 1.398  0.20
H 1.907 0.924 -0.723  0.38
H 0.719 -1.510 1.686  0.22
H -0.616 -1.588 0.518  0.22
H -0.837 -0.744 2.056  0.22

The highest occupied orbital energy comes out at -9.02 eV. For the total energy, the calculation gives -286.502694 hartree. Its total charge is 0. The relative energy (zero: lowest compared OMol25 entry of this formula, charge and spin) comes out at 80.9 kcal per mole. As for the SMILES: C[C@H]1N[C@H]1C=O.